[1]
{
  "formula": "C21H24LaN2OP2",
  "method": "ωB97M-V/def2-TZVPD",
  "e_homo_ev": -10.6,
  "energy_ev": -46627.2464,
  "total_charge": 1,
  "elements": ["H", "H", "C", "C", "H", "C", "C", "C", "H", "C", "N", "H", "C", "H", "H", "H", "H", "H", "C", "N", "C", "O", "La", "H", "H", "C", "C", "C", "P", "C", "H", "C", "H", "H", "C", "H", "C", "H", "H", "H", "C", "C", "H", "H", "H", "P", "C", "H", "C", "C", "H"],
  "positions_angstrom": [[-2.1256, 3.3766, 1.2706], [-4.8702, 0.6848, 1.2819], [3.7034, -1.9730, -1.9374], [1.4014, -1.9601, -1.1604], [-2.3841, -3.1082, 0.7945], [1.1411, 3.6006, -1.8050], [-1.5786, -3.3971, 1.4834], [2.5673, -2.6499, -1.4848], [-2.6611, 2.6508, 2.8072], [-1.1370, 2.0649, -1.1154], [0.3995, 0.1935, -0.6091], [-3.9508, -0.3458, 2.4243], [0.1774, 1.5128, -1.0747], [2.2195, -2.9860, 1.5827], [-1.9091, -3.1909, 2.5091], [3.3685, 2.1007, -2.0174], [-2.3036, 0.2233, -1.1611], [1.1675, -4.4388, 1.4815], [-0.1421, 4.1408, -1.9006], [-1.7827, -0.9094, 4.3291], [1.4334, -0.5412, -1.2153], [2.5331, 1.4981, 1.0882], [0.3587, 0.4298, 1.6241], [1.1516, -3.3992, 2.9499], [-3.2890, 1.7136, -1.0263], [-2.3486, 1.2333, -0.7169], [-1.2635, 3.3750, -1.5691], [-3.9858, 0.0445, 1.3982], [-2.4482, 0.9600, 1.1202], [2.5811, 0.1306, -1.6342], [0.2201, -3.7492, -0.8111], [1.2948, 2.2732, -1.4279], [2.0387, 4.1703, -2.0605], [4.5534, -0.0280, -2.4455], [0.1561, -2.6622, -0.6561], [-3.8486, 2.9345, 1.4929], [3.2148, 1.7167, 0.0569], [4.5957, -2.5339, -2.2120], [-0.2620, 5.1522, -2.2823], [-1.3487, -4.4650, 1.3653], [3.6971, -0.5854, -2.0604], [1.2423, -3.4076, 1.8546], [-4.0492, -0.8094, 0.7105], [-2.2574, 3.8133, -1.6710], [-0.7536, -2.2743, -1.1468], [-0.1036, -2.3875, 1.1568], [-1.1380, -0.7192, 3.3634], [2.5891, -3.7369, -1.3753], [-2.8133, 2.6479, 1.7184], [2.6671, 1.6152, -1.3265], [4.2814, 2.0015, 0.0397]]
}

=====

[2]
{
  "formula": "C3H4N2O2",
  "method": "ωB97M-V/def2-TZVPD",
  "e_homo_ev": -8.3,
  "energy_ev": -10249.4259,
  "smiles": "O=c1[nH]ccn1O",
  "elements": ["H", "H", "O", "C", "H", "N", "N", "C", "O", "H", "C"],
  "positions_angstrom": [[-2.9154, -0.2523, 0.0556], [-1.4444, 1.9143, -0.0050], [1.1994, 1.5952, -0.0378], [0.2710, 0.7719, -0.0071], [2.1802, -0.4719, 0.0012], [0.3713, -0.6059, 0.1042], [-1.0688, 0.9618, 0.0376], [-1.8065, -0.2486, -0.0373], [1.5883, -1.2464, -0.0144], [-0.9871, -2.2860, -0.0823], [-0.8399, -1.2208, -0.0465]]
}

=====

Record order is preserved below.
Energy above the lowest of the compared OMol25 structures with the same formula, charge and spin: 0.0 65.5 kcal/mol